Entry 1:
Density functional theory data (ωB97M-V/def2-TZVPD) for 2 unconnected molecules or ions with the total composition C21H25N5O5S in a non-equilibrium geometry.

Geometry as XYZ:
```
57
Properties=species:S:1:pos:R:3:forces:R:3
C -0.467 2.415 0.073 0.26 -0.18 -0.05
O -0.689 1.826 -1.217 0.24 -0.33 0.14
C 0.141 0.803 -1.613 0.78 -0.06 0.68
C -0.250 0.075 -2.746 0.32 -0.66 -0.43
C 0.521 -0.993 -3.227 -0.30 0.53 0.24
C 1.704 -1.328 -2.565 -0.21 -0.24 -0.47
S 2.870 -2.576 -2.916 0.25 0.22 0.42
C 3.822 -2.027 -1.530 -0.88 1.28 0.68
C 5.100 -2.625 -1.112 0.38 -0.46 -0.06
C 5.716 -3.612 -1.892 0.60 0.16 0.76
N 6.898 -4.163 -1.567 -0.08 0.48 0.36
C 7.509 -3.758 -0.440 -0.89 0.21 -0.27
C 6.958 -2.798 0.429 -0.40 -0.09 -0.73
N 7.627 -2.415 1.603 -0.62 -0.29 -0.43
C 7.084 -2.348 2.871 1.09 -0.21 1.20
C 5.660 -2.757 3.221 0.08 0.08 -0.64
O 7.863 -2.044 3.758 -0.29 0.15 0.19
C 5.742 -2.215 0.066 0.05 -0.14 -0.16
N 3.302 -1.013 -0.871 0.49 -1.10 -0.78
C 2.110 -0.612 -1.450 0.11 0.24 0.38
C 1.343 0.447 -0.969 -0.89 0.66 0.01
H -1.281 3.109 0.301 0.04 -0.30 -0.39
H 0.474 2.974 0.089 0.00 -0.06 -0.06
H -0.446 1.649 0.857 -0.04 0.03 -0.14
H -1.167 0.351 -3.255 0.09 -0.01 0.05
H 0.208 -1.549 -4.105 -0.04 0.14 0.13
H 5.242 -3.950 -2.808 0.14 -0.10 0.02
H 8.464 -4.206 -0.185 -0.03 -0.10 -0.15
H 8.644 -2.379 1.599 -0.42 0.06 0.08
H 4.959 -1.976 2.919 -0.05 -0.15 -0.02
H 5.399 -3.690 2.715 -0.10 0.14 -0.09
H 5.568 -2.908 4.300 0.34 0.18 -0.28
H 5.302 -1.432 0.680 0.03 -0.14 -0.19
H 1.708 0.973 -0.096 -0.09 0.02 -0.03
C -5.422 4.344 2.406 0.13 -0.29 -0.26
N -4.372 3.323 2.384 -0.72 1.11 0.49
C -4.298 2.249 1.592 0.85 -1.12 -0.38
O -3.308 1.528 1.658 -0.29 -0.20 -0.27
C -5.443 1.927 0.617 -0.25 -0.17 -0.43
C -6.592 1.216 1.346 -0.10 -0.09 0.18
O -7.738 1.149 0.521 0.19 0.26 -0.44
N -4.969 1.116 -0.514 0.18 0.09 1.92
C -5.221 1.383 -1.795 -0.56 1.09 -1.67
C -4.619 0.435 -2.804 -0.05 0.00 0.15
O -5.875 2.346 -2.177 0.07 -0.13 0.43
H -5.179 5.103 3.151 0.04 -0.18 -0.11
H -5.497 4.827 1.428 -0.09 0.06 0.11
H -6.386 3.902 2.662 0.00 0.12 0.00
H -3.578 3.451 2.994 -0.04 -0.15 -0.10
H -5.829 2.870 0.233 -0.08 -0.09 -0.34
H -6.278 0.208 1.619 0.23 -0.06 0.13
H -6.846 1.762 2.254 0.17 0.08 0.27
H -8.412 0.615 0.948 0.06 -0.04 0.07
H -4.345 0.354 -0.303 0.07 0.09 0.20
H -5.037 -0.559 -2.658 0.12 -0.17 -0.05
H -3.540 0.412 -2.670 0.11 -0.18 -0.02
H -4.858 0.790 -3.806 0.00 -0.02 0.16
```
Forces are in eV/Å.

Summary:
frontier orbital gap: 8.06 eV
structure (SMILES): COc1ccc2sc(-c3cncc(NC(C)=O)c3)nc2c1.CNC(=O)[C@H](CO)NC(C)=O
total energy: -1863.4448 a.u.
spin multiplicity: 1
energy relative to the best compared isomer or geometry (same formula, charge and spin): 212.20 kJ/mol
max |F|: 0.040 Eh/bohr
total charge: 0

---

Entry 2:
Density functional theory data (ωB97M-V/def2-TZVPD) for a molecular structure, C21H26B2I2O4Rh.

Geometry as XYZ:
```
56
Properties=species:S:1:pos:R:3:forces:R:3
Rh -0.005 -0.168 0.928 0.01 0.12 -0.01
I -0.385 -0.367 3.686 -0.09 0.13 0.11
C 0.627 -2.214 3.499 0.05 -0.10 0.13
I 1.572 -2.359 1.611 0.13 -0.10 -0.11
H -0.099 -3.012 3.577 0.00 -0.02 0.02
H 1.393 -2.259 4.262 -0.03 -0.07 0.05
C -7.627 -2.759 -1.936 -0.02 0.03 0.00
C -6.630 -3.925 -1.937 0.07 -0.01 0.07
C -7.338 -5.167 -1.400 -0.03 -0.03 -0.01
C -6.176 -4.208 -3.375 0.02 -0.01 -0.04
C -5.410 -3.546 -1.090 -0.07 -0.02 -0.06
C -5.023 -4.281 0.035 0.06 0.00 0.07
C -3.915 -3.948 0.815 -0.10 -0.07 -0.04
C -3.207 -2.844 0.417 0.26 -0.02 0.28
O -2.062 -2.268 0.989 -0.31 -0.14 -0.14
B -1.801 -1.188 0.169 -0.04 -0.23 0.10
O -2.678 -1.051 -0.857 -0.08 0.01 -0.06
C -3.574 -2.111 -0.687 0.03 0.27 -0.26
C -4.660 -2.424 -1.462 0.00 -0.01 0.01
H -8.500 -3.017 -2.538 0.01 0.00 0.01
H -7.191 -1.851 -2.358 0.00 -0.02 0.00
H -7.966 -2.532 -0.923 0.01 -0.01 -0.01
H -8.195 -5.392 -2.036 0.00 0.00 0.01
H -7.713 -5.018 -0.385 0.00 0.01 -0.01
H -6.687 -6.043 -1.405 0.00 0.01 -0.01
H -7.038 -4.478 -3.988 0.01 0.00 0.00
H -5.463 -5.034 -3.407 -0.01 0.01 0.01
H -5.705 -3.336 -3.832 -0.01 -0.01 0.01
H -5.599 -5.147 0.325 0.01 0.01 0.00
H -3.634 -4.531 1.681 -0.01 0.00 -0.01
H -4.913 -1.821 -2.323 0.00 -0.01 0.01
C 7.000 5.774 0.833 0.03 0.03 0.00
C 6.650 4.394 0.277 -0.10 0.02 0.06
C 7.654 3.378 0.835 0.02 -0.03 0.01
C 6.769 4.443 -1.252 -0.01 -0.01 -0.04
C 5.230 3.963 0.661 0.10 -0.02 -0.07
C 4.386 4.764 1.431 -0.10 0.03 0.05
C 3.088 4.383 1.782 0.12 0.10 0.00
C 2.676 3.159 1.328 -0.39 0.01 0.13
O 1.438 2.516 1.513 0.33 0.15 0.01
B 1.600 1.336 0.845 -0.07 0.10 -0.18
O 2.814 1.173 0.242 0.11 0.18 0.11
C 3.495 2.357 0.569 0.10 -0.32 -0.24
C 4.767 2.719 0.214 0.01 0.01 0.01
H 8.015 6.033 0.531 -0.01 0.00 0.01
H 6.965 5.796 1.924 0.00 -0.01 -0.01
H 6.334 6.550 0.449 0.00 -0.01 -0.01
H 8.670 3.672 0.567 -0.01 0.00 0.00
H 7.483 2.377 0.435 0.00 0.02 0.00
H 7.591 3.322 1.924 -0.01 0.01 -0.01
H 7.776 4.752 -1.536 -0.01 -0.01 0.00
H 6.061 5.157 -1.678 0.00 0.00 0.02
H 6.580 3.469 -1.706 0.01 0.01 0.01
H 4.735 5.727 1.774 -0.01 -0.02 0.00
H 2.446 5.021 2.373 0.01 -0.01 -0.01
H 5.378 2.062 -0.391 -0.01 0.01 0.01
```
Forces are in eV/Å.

Summary:
frontier orbital gap (spin up / spin down): 7.15 / 5.35 eV
total energy: -1872.2011 a.u.
spin multiplicity: 5
energy relative to the best compared isomer or geometry (same formula, charge and spin): 49.42 kJ/mol
max |F|: 0.008 Eh/bohr
total charge: +1

---

Entry 3:
Density functional theory data (ωB97M-V/def2-TZVPD) for a molecular structure, C21H26BBrGaO3 in a non-equilibrium geometry.

Geometry as XYZ:
```
53
Properties=species:S:1:pos:R:3:forces:R:3
O 0.784 4.611 1.931 0.79 0.92 -2.88
B 1.416 4.136 0.650 -0.97 -2.36 0.18
O 2.257 5.078 -0.119 -2.83 -0.45 0.33
O 1.146 2.722 0.293 0.74 4.65 0.81
Ga 0.164 2.595 -1.328 -0.74 0.07 -0.55
Br 1.574 1.330 -2.919 -0.15 0.22 0.19
C -1.648 1.608 -1.176 -0.74 -1.53 0.35
C -2.451 1.840 0.235 -1.45 -0.49 -0.70
C -2.639 3.409 0.677 -0.15 0.15 0.29
C -2.802 4.444 -0.597 0.38 1.94 -1.67
C -3.887 4.166 -1.836 3.34 4.13 0.27
C -3.870 5.289 -3.052 2.27 0.05 2.91
C -2.843 6.595 -3.055 0.34 -2.20 3.19
C -1.816 6.856 -1.801 -2.46 -3.76 0.52
C -1.790 5.774 -0.569 -2.88 -0.37 -3.55
H 0.635 5.598 1.838 0.66 -1.69 0.36
H 1.648 5.616 -0.716 1.22 -1.18 0.96
H -0.130 4.043 -1.997 0.52 -0.27 0.20
H -1.439 0.441 -1.255 -0.48 2.26 0.17
H -2.342 1.859 -2.108 1.47 -0.34 2.02
H -3.552 1.411 0.063 2.15 0.79 0.48
H -2.001 1.181 1.110 -0.73 1.67 -1.77
H -1.730 3.680 1.393 -1.77 -0.13 -1.88
H -3.616 3.538 1.350 2.00 -0.39 -1.46
H -4.600 3.211 -1.823 1.81 2.43 -0.10
H -4.606 5.105 -3.944 1.68 0.58 1.84
H -2.809 7.378 -3.941 -0.29 -2.00 1.99
H -1.066 7.768 -1.725 -1.87 -2.07 -0.47
H -1.050 5.932 0.339 -1.80 -0.53 -2.11
C 0.749 -2.285 0.330 0.10 -0.11 -0.22
C 0.625 -3.663 0.151 0.01 0.06 -0.11
C 1.066 -4.256 -1.031 0.02 0.19 0.00
C 1.640 -3.473 -2.032 -0.08 0.08 0.25
C 1.767 -2.096 -1.853 0.02 -0.17 0.04
C 1.318 -1.501 -0.674 -0.01 -0.12 0.09
H 0.402 -1.823 1.250 0.04 -0.04 -0.13
H 0.183 -4.274 0.935 0.04 0.06 -0.11
H 0.963 -5.329 -1.172 -0.02 0.10 0.00
H 1.988 -3.936 -2.952 -0.05 0.06 0.10
H 2.217 -1.486 -2.632 -0.16 -0.02 0.20
H 1.412 -0.427 -0.537 0.01 -0.14 -0.09
C 2.423 -6.372 1.563 0.03 -0.14 0.12
C 2.364 -5.509 2.657 0.01 -0.12 0.06
C 2.331 -6.025 3.952 0.02 -0.16 -0.16
C 2.366 -7.405 4.154 0.00 0.07 -0.17
C 2.428 -8.268 3.060 -0.02 0.14 0.00
C 2.453 -7.752 1.764 0.00 0.16 0.19
H 2.446 -5.970 0.554 0.01 -0.02 0.21
H 2.344 -4.434 2.500 -0.01 -0.17 -0.02
H 2.278 -5.353 4.804 0.02 -0.08 -0.12
H 2.345 -7.807 5.163 0.00 0.05 -0.13
H 2.457 -9.344 3.217 -0.01 0.15 -0.02
H 2.496 -8.425 0.912 0.00 0.08 0.10
```
Forces are in eV/Å.

Summary:
frontier orbital gap: 7.75 eV
total energy: -5565.0860 a.u.
spin multiplicity: 1
max |F|: 0.103 Eh/bohr
total charge: -1

---

Question: The highest total energy belongs to which entry?
Answer: C21H25N5O5S

---

Question: Look up the total energy of the first one.
Answer: -1863.4448 a.u.

---

Question: Which formula does entry 3 have?
Answer: C21H26BBrGaO3